Record 1
DFT (ωB97M-V/def2-TZVPD) results for an isolated molecule of CHF2NO2S.

Structure (XYZ):
```
8
Properties=species:S:1:pos:R:3
N -0.039 0.291 -0.137
S 1.260 -0.457 0.245
O 1.428 -1.014 1.532
F 1.600 -1.737 -0.989
C 2.755 0.695 0.011
O 2.798 1.775 -0.430
F 3.869 0.004 0.349
H -0.713 -0.440 -0.143
```

As for the SMILES: N=[S@@](=O)(F)C(=O)F. The value obtained for the HOMO energy is -11.5 eV. As for the net charge: 0. The spin multiplicity is 1. As for the gap between HOMO and LUMO: 10.22 eV.

Atom charges from the Löwdin analysis, given in e for atoms 1 to 5: -0.15 0.86 -0.27 -0.29 -0.46

Record 2
DFT (ωB97M-V/def2-TZVPD) results for a structure of composition C22H52BrIN2O5Sb.

Structure (XYZ):
```
84
Properties=species:S:1:pos:R:3
C 1.687 3.352 -3.961
C 0.965 2.424 -2.766
N 1.749 1.159 -2.729
Sb 0.995 -0.375 -1.553
C -0.800 0.730 -0.897
C -0.692 1.964 0.105
C -1.772 1.719 1.359
N -1.853 2.981 2.222
C 2.795 -1.531 -2.083
C 2.889 -3.084 -1.623
C 2.517 -3.442 -0.078
Br 0.822 -4.567 0.074
C 2.140 0.261 0.271
O 2.743 1.563 -0.053
C 4.171 1.628 0.290
C 4.700 3.106 -0.289
O 5.730 3.723 0.562
C 7.020 3.031 0.270
C 7.525 2.456 1.756
C -0.196 -1.093 -3.307
I -0.438 -3.296 -3.382
C 0.163 -0.405 -4.737
C 1.599 -0.786 -5.410
H 2.821 3.087 -4.059
H 1.124 3.052 -4.966
H 1.447 4.464 -3.698
H 1.079 3.043 -1.775
H -0.155 2.335 -3.135
H 2.780 1.295 -2.648
H 0.401 -1.745 -0.661
H -1.393 1.081 -1.873
H -1.535 -0.077 -0.408
H 0.318 2.276 0.566
H -1.117 2.933 -0.450
H -2.829 1.649 0.818
H -1.500 0.768 1.983
H -0.930 3.205 2.655
H -2.246 3.789 1.689
H 3.710 -0.984 -1.539
H 3.112 -1.499 -3.228
H 4.047 -3.370 -1.738
H 2.357 -3.863 -2.355
H 3.373 -4.154 0.347
H 2.431 -2.544 0.660
H 3.013 -0.459 0.559
H 1.414 0.458 1.196
H 4.390 1.633 1.450
H 4.842 0.814 -0.220
H 5.032 3.050 -1.410
H 3.723 3.787 -0.268
H 7.823 3.810 -0.145
H 6.869 2.155 -0.499
H 6.873 1.511 1.997
H 8.678 2.261 1.743
H 7.200 3.293 2.538
H -1.316 -0.736 -3.083
H 0.059 0.766 -4.786
H -0.664 -0.806 -5.503
H 1.900 -1.931 -5.339
H 1.572 -0.397 -6.537
H 2.507 -0.193 -4.911
C -2.528 -2.436 4.422
O -3.809 -1.934 4.080
C -3.729 -0.807 3.203
C -5.094 -0.521 2.575
O -5.375 -1.364 1.450
C -5.732 -2.716 1.766
C -7.158 -2.840 2.307
O -7.193 -2.517 3.699
C -8.513 -2.279 4.160
H -1.933 -1.665 4.924
H -2.661 -3.280 5.105
H -2.008 -2.794 3.528
H -2.992 -0.998 2.415
H -3.412 0.055 3.800
H -5.075 0.498 2.175
H -5.901 -0.560 3.310
H -4.998 -3.173 2.433
H -5.683 -3.257 0.815
H -7.502 -3.874 2.198
H -7.824 -2.173 1.749
H -8.944 -1.415 3.646
H -8.470 -2.059 5.229
H -9.140 -3.163 4.006
```

The value obtained for the HOMO energy is -4.2 eV. As for the net charge: -1. The spin multiplicity is 1. As for the gap between HOMO and LUMO: 6.74 eV.

Atom charges from the Löwdin analysis, given in e for atoms 1 to 5: -0.13 -0.36 -0.26 1.19 -0.39

Record 3
DFT (ωB97M-V/def2-TZVPD) results for a cluster of 2 separate species, C5H7O3S in total.

Structure (XYZ):
```
16
Properties=species:S:1:pos:R:3
C -0.665 -2.251 -0.908
C -0.851 0.507 -1.030
C 0.088 0.853 0.069
C -0.192 1.364 1.425
C 1.326 -0.036 0.221
O -0.682 -3.332 -1.531
O -0.948 -2.007 0.267
O -0.458 -1.352 -1.850
S 0.140 1.889 -1.481
H -1.838 0.756 -1.007
H -0.366 0.625 2.163
H -1.196 1.948 1.346
H 0.593 2.097 1.767
H 0.931 -1.081 0.244
H 2.231 0.019 1.007
H 1.887 0.002 -0.703
```

The value obtained for the HOMO energy (alpha / beta) is -3.8 / -3.7 eV. As for the net charge: -1. The spin multiplicity is 1. As for the gap between HOMO and LUMO (alpha / beta): 6.86 / 6.73 eV.

Atom charges from the Löwdin analysis, given in e for atoms 1 to 5: -0.96 -0.33 -0.76 -0.11 -0.13

Record 4
DFT (ωB97M-V/def2-TZVPD) results for a structure of composition C4H7NO.

Structure (XYZ):
```
13
Properties=species:S:1:pos:R:3
C 1.411 1.162 -0.029
C -1.747 0.031 0.155
C -0.364 -0.478 -0.175
C 0.249 -1.672 -0.091
N 0.719 0.054 -0.672
O 1.367 -1.182 -0.470
H -0.070 -2.654 0.245
H 0.813 2.076 -0.105
H 2.367 1.341 -0.531
H 1.609 0.960 1.030
H -2.445 -0.355 -0.598
H -2.106 -0.404 1.093
H -1.804 1.121 0.148
```

The value obtained for the HOMO energy is -7.7 eV. As for the net charge: 0. The spin multiplicity is 1. As for the gap between HOMO and LUMO: 8.75 eV.

Atom charges from the Löwdin analysis, given in e for atoms 1 to 5: -0.02 -0.02 -0.35 -0.14 -0.11

Record 5
DFT (ωB97M-V/def2-TZVPD) results for a structure of composition C38H39FFeN4O3SbSe.

Structure (XYZ):
```
88
Properties=species:S:1:pos:R:3
Fe -2.250 -0.883 1.384
C 1.836 -4.540 -3.850
C 1.798 -4.905 -2.378
N 1.219 -3.828 -1.547
C -0.080 -3.876 -1.254
C -0.757 -2.923 -0.532
C -2.210 -3.165 -0.288
O -2.734 -4.181 -0.672
O -2.874 -2.207 0.323
C -0.059 -1.809 -0.060
O -0.552 -0.873 0.650
C 1.349 -1.723 -0.399
C 2.111 -0.627 0.028
C 3.439 -0.567 -0.251
F 4.148 0.476 0.220
C 4.105 -1.572 -0.987
C 3.343 -2.637 -1.432
C 1.976 -2.736 -1.131
N 5.479 -1.512 -1.282
C 6.295 -2.714 -1.206
C 7.102 -2.840 -2.494
N 7.459 -1.442 -2.966
C 7.632 -0.501 -1.804
C 6.273 -0.293 -1.127
H 2.317 -5.336 -4.417
H 2.385 -3.612 -4.019
H 0.828 -4.411 -4.243
H 2.784 -5.144 -1.985
H 1.181 -5.784 -2.208
H -0.632 -4.742 -1.599
H 1.648 0.161 0.607
H 3.812 -3.396 -2.040
H 5.686 -3.602 -1.072
H 6.963 -2.664 -0.340
H 6.535 -3.302 -3.300
H 8.031 -3.389 -2.352
H 6.706 -1.092 -3.558
H 8.303 -1.468 -3.538
H 8.035 0.437 -2.176
H 8.371 -0.959 -1.150
H 5.750 0.536 -1.599
H 6.461 -0.019 -0.086
Se -2.187 -2.301 3.237
C -1.573 -1.173 4.572
N -1.197 -0.496 5.427
C -3.383 1.544 -2.797
C -4.100 2.632 -2.042
C -5.029 3.441 -2.693
C -5.725 4.431 -2.017
C -5.516 4.643 -0.663
C -4.595 3.855 0.013
C -3.894 2.867 -0.681
Sb -2.546 1.724 0.442
C -3.810 0.794 1.907
C -4.511 -0.296 1.329
C -5.395 -1.075 2.075
C -5.608 -0.752 3.397
C -4.962 0.340 3.968
C -4.053 1.122 3.270
C -3.417 2.273 3.996
C -1.292 3.154 1.306
C -1.326 4.445 0.778
C -0.509 5.431 1.315
C 0.338 5.123 2.365
C 0.395 3.829 2.866
C -0.398 2.818 2.335
C -0.297 1.426 2.870
H -3.591 1.609 -3.863
H -3.697 0.553 -2.461
H -2.300 1.609 -2.668
H -5.211 3.288 -3.750
H -6.441 5.042 -2.553
H -6.064 5.411 -0.134
H -4.429 4.018 1.072
H -4.425 -0.503 0.269
H -5.903 -1.909 1.612
H -6.292 -1.339 3.996
H -5.175 0.595 5.000
H -2.746 1.910 4.780
H -4.188 2.867 4.488
H -2.854 2.933 3.344
H -2.001 4.693 -0.031
H -0.543 6.437 0.917
H 0.967 5.891 2.796
H 1.070 3.598 3.681
H 0.471 1.324 3.635
H -0.040 0.724 2.080
H -1.228 1.118 3.349
```

The value obtained for the HOMO energy (alpha / beta) is -12.3 / -12.4 eV. As for the net charge: +2. The spin multiplicity is 2. Its expectation value of S² is 1.02. As for the gap between HOMO and LUMO (alpha / beta): 5.74 / 6.94 eV.

Atom charges from the Löwdin analysis, given in e for atoms 1 to 5: 0.35 -0.05 -0.17 0.00 0.07

Record 6
DFT (ωB97M-V/def2-TZVPD) results for a cluster of 2 separate species, C6H12N2O4 in total.

Structure (XYZ):
```
24
Properties=species:S:1:pos:R:3
C -0.726 0.949 2.073
C -2.022 0.500 0.051
C 2.201 -0.760 -1.991
C -0.791 -0.001 0.829
C 0.754 -0.859 -1.648
C 0.434 0.314 0.118
N -0.155 -0.239 -2.573
N 1.729 0.001 0.687
O -1.320 -0.397 -2.502
O 0.364 0.514 -3.384
O 2.633 0.720 0.332
O 1.768 -0.804 1.575
H -1.476 0.351 2.653
H 0.251 0.951 2.512
H -1.100 1.936 1.781
H -2.337 -0.041 -0.791
H -2.873 0.747 0.778
H -1.679 1.584 -0.265
H 2.827 -1.132 -1.222
H 2.481 0.215 -2.232
H 2.516 -1.459 -2.848
H -0.918 -0.985 1.154
H 0.343 -1.642 -1.127
H 0.497 1.376 -0.312
```

The value obtained for the HOMO energy is -10.1 eV. As for the net charge: 0. The spin multiplicity is 1. As for the gap between HOMO and LUMO: 8.90 eV.

Atom charges from the Löwdin analysis, given in e for atoms 1 to 5: -0.04 -0.06 -0.06 -0.41 -0.04